Model P:
Computed, not measured: the molecule C13H20N2, with wB97M-V/def2-TZVPD.

Results
Highest occupied orbital energy in eV: -8.6
Molar mass in g mol⁻¹: 204.32
LUMO level in eV: 0.638
Frontier orbital gap in eV: 9.3
SMILES: CC1=C(C)[C@]2(C)[C@H](C)[C@@]1(C)CN2CC#N

Each atom is followed by the atoms it is bonded to, with distances in Å.
Atoms and positions in Å:
1 C -1.870 -0.965 1.980  C2 1.540, H16 1.093, H17 1.007, H18 1.021
2 C -0.969 -0.468 0.834  C1 1.540, C3 1.309, C9 1.502
3 C -0.314 0.665 0.825  C2 1.309, C4 1.535, C5 1.538
4 C -0.392 1.969 1.631  C3 1.535, H19 1.161, H20 1.028, H21 1.153
5 C 0.521 0.698 -0.466  C3 1.538, C6 1.512, C7 1.586, N12 1.432
6 C 0.833 2.066 -1.026  C5 1.512, H22 1.042, H23 1.088, H24 1.094
7 C -0.347 -0.235 -1.410  C5 1.586, C8 1.573, C9 1.593, H25 1.019
8 C -1.780 0.327 -1.728  C7 1.573, H26 1.096, H27 1.024, H28 1.001
9 C -0.546 -1.359 -0.299  C2 1.502, C7 1.593, C10 1.459, C11 1.540
10 C -1.330 -2.472 -0.822  C9 1.459, H29 1.043, H30 1.077, H31 1.086
11 C 0.958 -1.543 -0.027  C9 1.540, N12 1.485, H32 1.094, H33 1.074
12 N 1.597 -0.234 -0.313  C5 1.432, C11 1.485, C13 1.478
13 C 2.638 0.267 0.610  N12 1.478, C14 1.451, H34 1.141, H35 0.998
14 C 3.925 0.056 -0.025  C13 1.451, N15 1.150
15 N 4.811 0.006 -0.756  C14 1.150
16 H -2.835 -1.228 1.540  C1 1.093
17 H -1.973 -0.150 2.562  C1 1.007
18 H -1.431 -1.703 2.532  C1 1.021
19 H 0.637 2.492 1.502  C4 1.161
20 H -0.517 1.860 2.646  C4 1.028
21 H -1.298 2.474 1.129  C4 1.153
22 H 1.359 2.042 -1.926  C6 1.042
23 H 1.271 2.817 -0.371  C6 1.088
24 H -0.054 2.648 -1.294  C6 1.094
25 H 0.187 -0.403 -2.261  C7 1.019
26 H -2.136 0.791 -0.801  C8 1.096
27 H -2.394 -0.278 -2.281  C8 1.024
28 H -1.522 1.117 -2.285  C8 1.001
29 H -0.880 -2.904 -1.658  C10 1.043
30 H -2.281 -2.082 -1.143  C10 1.077
31 H -1.513 -3.178 -0.017  C10 1.086
32 H 1.146 -1.739 1.033  C11 1.094
33 H 1.442 -2.379 -0.499  C11 1.074
34 H 2.583 -0.171 1.662  C13 1.141
35 H 2.470 1.198 0.924  C13 0.998

Model Q:
Computed, not measured: the molecule C13H20N2, with wB97M-V/def2-TZVPD.

Results
Highest occupied orbital energy in eV: -7.5
Molar mass in g mol⁻¹: 204.32
LUMO level in eV: 0.833
Frontier orbital gap in eV: 8.4
SMILES: NC1=C2CCCCC2=N[C@@H]2CCCC[C@@H]12

Each atom is followed by the atoms it is bonded to, with distances in Å.
Atoms and positions in Å:
1 N 0.820 2.186 -1.213  C2 1.379, H16 1.007, H17 0.997
2 C 0.358 1.073 -0.542  N1 1.379, C3 1.393, C15 1.499
3 C -1.007 0.887 -0.337  C2 1.393, C4 1.525, C8 1.460
4 C -2.060 1.894 -0.788  C3 1.525, C5 1.544, H18 1.085, H19 1.097
5 C -3.074 2.108 0.357  C4 1.544, C6 1.505, H20 1.096, H21 1.090
6 C -3.759 0.799 0.645  C5 1.505, C7 1.530, H22 1.112, H23 1.108
7 C -2.759 -0.225 1.187  C6 1.530, C8 1.493, H24 1.085, H25 1.083
8 C -1.435 -0.231 0.497  C3 1.460, C7 1.493, N9 1.304
9 N -0.643 -1.214 0.822  C8 1.304, C10 1.477
10 C 0.632 -1.322 0.085  N9 1.477, C11 1.568, C15 1.551, H26 1.104
11 C 1.524 -2.367 0.842  C10 1.568, C12 1.515, H27 1.104, H28 1.098
12 C 2.722 -2.618 -0.052  C11 1.515, C13 1.546, H29 1.123, H30 1.098
13 C 3.478 -1.301 -0.344  C12 1.546, C14 1.553, H31 1.069, H32 1.089
14 C 2.623 -0.095 -0.818  C13 1.553, C15 1.546, H33 1.124, H34 1.113
15 C 1.324 0.063 0.003  C2 1.499, C10 1.551, C14 1.546, H35 1.109
16 H 1.717 2.563 -0.953  N1 1.007
17 H 0.170 2.843 -1.586  N1 0.997
18 H -1.654 2.869 -1.040  C4 1.085
19 H -2.616 1.553 -1.670  C4 1.097
20 H -2.564 2.477 1.255  C5 1.096
21 H -3.772 2.892 0.064  C5 1.090
22 H -4.518 0.992 1.435  C6 1.112
23 H -4.240 0.432 -0.284  C6 1.108
24 H -2.569 -0.076 2.244  C7 1.085
25 H -3.162 -1.224 1.070  C7 1.083
26 H 0.418 -1.689 -0.935  C10 1.104
27 H 1.839 -1.960 1.819  C11 1.104
28 H 0.946 -3.278 1.038  C11 1.098
29 H 3.447 -3.360 0.376  C12 1.123
30 H 2.355 -3.080 -0.978  C12 1.098
31 H 3.968 -1.027 0.566  C13 1.069
32 H 4.273 -1.421 -1.079  C13 1.089
33 H 2.379 -0.296 -1.896  C14 1.124
34 H 3.269 0.812 -0.841  C14 1.113
35 H 1.570 0.340 1.048  C15 1.109

Question: which arrangement is favored energetically? Ranking from most to least stable: model Q, model P.

Model P:
Computed, not measured: a cluster of 2 separate species, C3H4NP in total, with wB97M-V/def2-TZVPD.

Results
Highest occupied orbital energy (spin up / spin down) in eV: -9.3 / -9.0
Molar mass in g mol⁻¹: 85.05
LUMO level (spin up / spin down) in eV: -1.345 / -0.985
Frontier orbital gap (spin up / spin down) in eV: 7.9 / 8.0

Each atom is followed by the atoms it is bonded to, with distances in Å.
Atoms and positions in Å:
1 C -0.611 -2.179 -1.962  C2 1.381, N4 1.148
2 C -1.150 -1.598 -0.831  C1 1.381, P5 1.615
3 C 0.588 0.251 -0.266  H6 1.091, H7 1.089, H8 1.090
4 N 0.065 -2.688 -2.738  C1 1.148
5 P -2.359 -1.730 0.231  C2 1.615, H9 1.344
6 H -0.234 0.917 0.001  C3 1.091
7 H 1.190 -0.183 0.531  C3 1.089
8 H 1.187 0.604 -1.105  C3 1.090
9 H -1.818 -1.024 1.239  P5 1.344

Model Q:
Computed, not measured: a cluster of 2 separate species, C3H4NP in total, with wB97M-V/def2-TZVPD.

Results
Highest occupied orbital energy in eV: -9.3
Molar mass in g mol⁻¹: 85.05
LUMO level in eV: -0.009
Frontier orbital gap in eV: 9.3

Each atom is followed by the atoms it is bonded to, with distances in Å.
Atoms and positions in Å:
1 C -1.152 0.046 -0.419  C2 1.346, N4 1.380, H6 1.033
2 C 0.020 0.706 -0.375  C1 1.346, P5 1.716
3 C 0.172 -1.650 -0.033  N4 1.294, P5 1.822, H8 1.055
4 N -1.058 -1.322 -0.264  C1 1.380, C3 1.294
5 P 1.393 -0.311 -0.219  C2 1.716, C3 1.822, H9 1.309
6 H -2.067 0.502 -0.572  C1 1.033
7 H 0.041 2.180 -1.100  no bonds
8 H 0.405 -2.676 0.058  C3 1.055
9 H 1.843 0.142 0.923  P5 1.309

Question: which arrangement is favored energetically? Ranking from most to least stable: model Q, model P.